(a)
The following is a DFT calculation (wB97M-V/def2-TZVPD) of C3H3Br3O as an isolated structure.

Last column: Löwdin charge in e.
Cartesian coordinates (Å):
C (-0.01457, -1.11055, 0.09483)  -0.409
C (-1.16045, -1.87755, 0.49428)  -1.354
C (0.06025, 0.42342, 0.14964)  -0.458
O (-1.07859, -1.58061, -0.78727)  -0.055
Br (-0.87335, -3.78097, 0.81907)  0.699
Br (-2.52471, -1.17834, 1.59610)  0.752
Br (0.71749, 0.76442, 2.01135)  0.592
H (0.95325, -1.65879, 0.14604)  0.141
H (-0.87361, 0.88943, -0.00505)  0.047
H (0.79473, 1.08642, -0.29739)  0.046

Computed properties:
HOMO-LUMO gap in eV: 10.7
Charge: 0



(b)
The following is a DFT calculation (wB97M-V/def2-TZVPD) of C3H3Br3O as an isolated structure.

Last column: Löwdin charge in e.
Cartesian coordinates (Å):
C (-0.37917, 0.57648, -0.37852)  -0.554
C (0.35806, -0.17570, -1.29902)  -0.094
C (-0.12925, -0.04015, 1.33498)  -1.582
O (-1.16806, 1.42948, -0.46228)  0.096
Br (-1.92576, -0.06099, 2.08263)  0.629
Br (0.63562, -1.77100, 1.18724)  0.686
Br (1.07302, 1.23980, 2.24535)  0.583
H (-0.37518, -0.85138, -1.89879)  0.161
H (1.13950, -0.76358, -0.78040)  0.004
H (0.77123, 0.41703, -2.03118)  0.071

Computed properties:
HOMO-LUMO gap in eV: 9.5
Charge: 0



Relative calculated energies, zero for the most stable structure, unit kJ/mol: (a) 9.7; (b) 0.0.



(a)
The following is a DFT calculation (wB97M-V/def2-TZVPD) of C27H26Cl3IN6O4PdS3 as an isolated structure.

Last column: Löwdin charge in e.
Cartesian coordinates (Å):
Pd (1.08201, 0.43731, 0.04777)  0.082
O (6.35926, 0.55973, -0.09042)  0.036
C (6.63879, 0.26978, 1.18501)  -0.286
C (7.94486, -0.10236, 1.52145)  -0.039
C (8.27106, -0.40666, 2.83008)  -0.128
C (7.30278, -0.34635, 3.82833)  -0.128
C (6.00791, 0.01957, 3.49539)  -0.045
C (5.65174, 0.32959, 2.18637)  -0.073
C (4.25629, 0.74445, 1.81969)  -0.451
O (4.03265, 1.07799, 0.61293)  -0.066
N (3.39693, 0.74952, 2.81820)  -0.008
N (2.10373, 1.04963, 2.42636)  -0.099
C (1.43384, 1.61159, 3.34058)  -0.912
S (-0.28564, 1.99753, 3.11947)  0.895
C (-0.34838, 3.11985, 4.53938)  -0.560
C (0.53217, 2.53850, 5.63499)  -0.576
S (2.12747, 2.08303, 4.90882)  0.869
H (5.36503, 0.78461, -0.07328)  0.059
H (8.68097, -0.14529, 0.72776)  0.102
H (9.28834, -0.69521, 3.07396)  0.085
H (7.55529, -0.58324, 4.85536)  0.081
H (5.23019, 0.07525, 4.24658)  0.098
H (-1.38975, 3.16225, 4.86583)  0.064
H (-0.02430, 4.12689, 4.27319)  0.069
H (0.05153, 1.66384, 6.07554)  0.064
H (0.72364, 3.26739, 6.42490)  0.060
Cl (-1.37502, 1.45663, -7.23139)  0.633
C (-2.10014, 0.74327, -5.81312)  -0.658
C (-1.30311, 0.21470, -4.81965)  -0.073
C (-1.91791, -0.36680, -3.72084)  -0.025
C (-3.29934, -0.40946, -3.58322)  -0.177
C (-3.86783, -1.00496, -2.31246)  -0.284
C (-4.35712, 0.07220, -1.32540)  -0.058
N (-3.49049, 0.09189, -0.16224)  -0.082
C (-3.76816, -0.49203, 1.05445)  -0.090
C (-2.57429, -0.53916, 1.71839)  -0.176
N (-1.57031, -0.04947, 0.92549)  0.041
C (-2.14820, 0.33250, -0.18763)  -0.171
O (-4.88095, -1.98375, -2.53136)  -0.127
C (-4.33998, -3.30472, -2.61731)  -0.154
C (-3.73741, -3.75832, -1.31782)  -0.324
C (-4.45535, -4.13502, -0.22391)  -0.983
Cl (-6.17466, -4.26364, -0.12425)  0.616
S (-3.47334, -4.44438, 1.15016)  0.962
C (-2.05374, -4.06632, 0.26037)  -0.394
C (-2.33955, -3.74093, -1.02384)  -0.166
C (-4.06247, 0.16903, -4.59577)  -0.577
Cl (-5.80132, 0.25348, -4.45719)  0.695
C (-3.48329, 0.73409, -5.71908)  -0.147
H (-0.22231, 0.23635, -4.86115)  0.112
H (-1.26458, -0.77792, -2.95213)  -0.007
H (-3.03607, -1.48264, -1.80042)  0.121
H (-5.36460, -0.16585, -0.98656)  0.129
H (-4.36975, 1.05266, -1.79994)  0.128
H (-4.76755, -0.81038, 1.30781)  0.105
H (-2.37394, -0.92168, 2.70684)  0.090
H (-1.62812, 0.80516, -1.01202)  0.094
H (-3.58110, -3.35343, -3.40649)  0.134
H (-5.17520, -3.94232, -2.90303)  0.116
H (-1.08471, -4.04769, 0.73606)  0.073
H (-1.57743, -3.42237, -1.72628)  0.036
H (-4.09513, 1.17400, -6.49288)  0.094
N (1.48474, 3.13703, 0.03121)  0.103
C (1.02586, 2.31978, -1.04263)  -0.787
N (2.07215, 1.98038, -1.94857)  0.094
O (-0.16302, 2.35990, -1.41730)  -0.097
H (2.31196, 2.73319, 0.46472)  0.040
H (0.74861, 3.19137, 0.72460)  0.032
H (2.88323, 1.63667, -1.44038)  0.046
H (1.74104, 1.22140, -2.53313)  0.023
I (1.02148, -1.82157, -1.68502)  -0.152

Computed properties:
HOMO-LUMO gap in eV: 4.3
Charge: -2



(b)
The following is a DFT calculation (wB97M-V/def2-TZVPD) of C27H26Cl3IN6O4PdS3 as an isolated structure.

Last column: Löwdin charge in e.
Cartesian coordinates (Å):
Pd (0.31738, 2.88532, 1.80391)  -0.128
O (4.59274, 4.35540, 0.12528)  0.032
C (5.47076, 3.35199, 0.21437)  -0.289
C (6.81331, 3.60213, -0.09427)  -0.043
C (7.75381, 2.59146, -0.02291)  -0.135
C (7.37508, 1.30745, 0.35839)  -0.133
C (6.04490, 1.06150, 0.66626)  -0.051
C (5.07648, 2.05878, 0.60635)  -0.069
C (3.61765, 1.80271, 0.92738)  -0.456
O (2.82758, 2.76910, 0.77176)  -0.075
N (3.36814, 0.55620, 1.27982)  -0.023
N (2.08320, 0.25628, 1.68461)  -0.042
C (1.74939, -0.91844, 1.34755)  -0.902
S (2.81058, -2.00253, 0.39047)  0.857
C (1.69889, -3.43636, 0.49397)  -0.573
C (0.91430, -3.32823, 1.79289)  -0.549
S (0.20603, -1.66075, 1.84781)  0.874
H (3.70245, 3.91920, 0.38848)  0.058
H (7.08272, 4.60982, -0.39074)  0.101
H (8.78990, 2.80787, -0.26494)  0.083
H (8.10592, 0.50813, 0.41467)  0.078
H (5.71489, 0.07481, 0.96660)  0.093
H (2.31135, -4.34113, 0.46975)  0.062
H (1.00799, -3.46186, -0.35473)  0.043
H (1.57764, -3.47915, 2.64696)  0.073
H (0.09772, -4.04994, 1.83867)  0.033
Cl (1.57889, -1.05955, -5.07432)  0.658
C (0.22296, -1.19695, -3.99250)  -0.655
C (0.43850, -1.37921, -2.63819)  -0.074
C (-0.66464, -1.50143, -1.81245)  -0.022
C (-1.97159, -1.43125, -2.29377)  -0.191
C (-3.11647, -1.54547, -1.30455)  -0.285
C (-3.78522, -0.20303, -0.97283)  -0.070
N (-2.95641, 0.52267, -0.04488)  -0.081
C (-3.02726, 0.47976, 1.34168)  -0.069
C (-1.85700, 1.02109, 1.77919)  -0.197
N (-1.07714, 1.41253, 0.71565)  0.010
C (-1.76537, 1.11017, -0.35173)  -0.171
O (-4.10800, -2.48279, -1.71342)  -0.147
C (-3.68155, -3.81732, -1.51678)  -0.161
C (-3.57403, -4.18994, -0.06238)  -0.321
C (-4.55878, -4.04036, 0.86700)  -0.967
Cl (-6.14269, -3.42379, 0.60734)  0.658
S (-4.09291, -4.56719, 2.43191)  0.995
C (-2.54800, -5.02618, 1.85273)  -0.419
C (-2.41263, -4.76351, 0.52592)  -0.145
C (-2.13500, -1.21822, -3.66180)  -0.569
Cl (-3.72330, -1.04521, -4.36402)  0.711
C (-1.05187, -1.10867, -4.51971)  -0.142
H (1.43864, -1.40972, -2.22128)  0.091
H (-0.51023, -1.61878, -0.74296)  0.070
H (-2.67480, -1.88048, -0.35884)  0.144
H (-4.74065, -0.42744, -0.49935)  0.129
H (-3.97237, 0.39751, -1.86149)  0.117
H (-3.88597, 0.07066, 1.85045)  0.107
H (-1.50330, 1.19369, 2.78086)  0.078
H (-1.45768, 1.28627, -1.37290)  0.137
H (-2.70385, -3.98005, -1.98518)  0.128
H (-4.40344, -4.45231, -2.02992)  0.132
H (-1.80784, -5.43281, 2.52464)  0.066
H (-1.49865, -4.93032, -0.03036)  0.116
H (-1.20575, -0.94266, -5.57586)  0.097
N (-2.15302, 5.47066, 2.43000)  0.098
C (-2.43387, 5.25749, 1.11011)  -0.703
N (-2.36006, 6.39218, 0.27867)  0.108
O (-2.75528, 4.17339, 0.67255)  0.001
H (-1.56629, 6.26238, 2.63976)  0.038
H (-1.76642, 4.63006, 2.86243)  -0.044
H (-1.60700, 7.01997, 0.52080)  0.072
H (-2.29426, 6.08680, -0.68011)  0.076
I (0.76077, 4.44759, 3.98152)  -0.323

Computed properties:
HOMO-LUMO gap in eV: 2.9
Charge: -2



Relative calculated energies, zero for the most stable structure, unit kJ/mol: (a) 0.0; (b) 98.5.